Record 1
{
  "formula": "C18H92F4IN3O32PS",
  "method": "the ωB97M-V functional and the def2-TZVPD basis",
  "spin_multiplicity": 1,
  "e_homo_ev": -4.68,
  "energy_ev": -129244.3731,
  "lumo_energy_ha": 0.0544,
  "total_charge": -1,
  "elements": ["C", "C", "C", "F", "P", "I", "C", "C", "C", "C", "O", "C", "C", "C", "C", "C", "N", "C", "C", "S", "C", "N", "N", "C", "O", "C", "O", "C", "F", "F", "F", "H", "H", "H", "H", "H", "H", "H", "H", "H", "H", "H", "H", "H", "H", "H", "H", "H", "H", "H", "H", "H", "H", "H", "H", "H", "H", "H", "H", "H", "H", "H", "H", "H", "H", "O", "H", "H", "O", "H", "H", "O", "H", "H", "O", "H", "H", "O", "H", "H", "O", "H", "H", "O", "H", "H", "O", "H", "H", "O", "H", "H", "O", "H", "H", "O", "H", "H", "O", "H", "H", "O", "H", "H", "O", "H", "H", "O", "H", "H", "O", "H", "H", "O", "H", "H", "O", "H", "H", "O", "H", "H", "O", "H", "H", "O", "H", "H", "O", "H", "H", "O", "H", "H", "O", "H", "H", "O", "H", "H", "O", "H", "H", "O", "H", "H", "O", "H", "H", "O", "H", "H"],
  "coordinates": [[2.15115, -5.01506, 2.56232], [1.39925, -4.01032, 1.64199], [2.29617, -2.84398, 1.29375], [3.50241, -3.43555, 0.81085], [1.73570, -1.36225, 0.12840], [-0.02039, -0.91826, 2.10193], [1.21228, 0.21936, -0.85573], [0.42967, 1.35158, -0.16826], [-1.08918, 1.36297, -0.23542], [-1.64628, 2.74461, 0.04854], [-1.61399, 3.01227, 1.45534], [3.14236, -0.30363, 0.96776], [2.91865, 0.45883, 2.26212], [4.19297, 1.21604, 2.71027], [3.82247, 2.19307, 3.80924], [3.55080, 1.48049, 5.14044], [2.11195, 1.59209, 5.43599], [0.51173, -2.44661, -0.91524], [-0.99102, -2.33777, -0.83707], [-1.90912, -3.46482, 0.28541], [-3.11802, -2.29087, 0.65367], [-3.58056, -1.84869, 1.77775], [-4.50216, -0.84863, 1.40264], [-4.51261, -0.77566, 0.11006], [-3.65510, -1.67502, -0.45062], [3.06228, -1.94001, -1.18900], [2.91339, -1.21614, -2.50596], [4.01971, -0.94048, -3.11850], [4.76224, -0.00604, -2.53412], [3.72434, -0.47172, -4.34865], [4.82632, -1.98991, -3.31604], [1.42505, -5.60559, 3.10986], [2.71980, -5.70500, 1.95205], [2.78548, -4.48771, 3.26278], [1.09890, -4.60619, 0.78696], [0.50817, -3.74729, 2.18724], [2.58755, -2.39509, 2.23702], [2.11414, 0.70025, -1.20998], [0.67715, -0.00768, -1.77365], [0.77297, 1.59593, 0.83019], [0.68133, 2.25174, -0.74109], [-1.53386, 0.71891, 0.51698], [-1.41868, 1.00578, -1.21236], [-2.68820, 2.78454, -0.22210], [-1.07478, 3.48889, -0.50257], [-0.72381, 3.26760, 1.70903], [3.97176, -0.97679, 1.18627], [3.58151, 0.40625, 0.27085], [2.72587, -0.20936, 3.09124], [2.16906, 1.23566, 2.18473], [4.92491, 0.49218, 3.05776], [4.59205, 1.77717, 1.87036], [4.67554, 2.84875, 3.96532], [3.00047, 2.83800, 3.52677], [3.86491, 0.44388, 5.03420], [4.13710, 1.91242, 5.93912], [1.63256, 1.45640, 4.55685], [1.82757, 0.87521, 6.08904], [0.69770, -2.15459, -1.94304], [0.79372, -3.49515, -0.95326], [-1.36541, -2.64493, -1.80696], [-1.38049, -1.34118, -0.70401], [-5.07984, -0.11138, -0.50763], [4.07148, -1.76197, -0.85772], [2.90911, -2.96917, -1.46457], [1.18660, -7.66407, 4.08884], [0.46433, -8.28070, 3.93483], [1.91448, -8.20722, 4.41540], [-3.70842, 4.03972, -2.03374], [-4.65404, 4.22645, -2.10271], [-3.33129, 4.56302, -2.75139], [-4.38001, -1.18858, -3.39712], [-3.80120, -0.42633, -3.53854], [-4.30827, -1.41492, -2.46312], [-3.21878, 1.65804, -3.64001], [-2.50090, 1.68466, -4.28295], [-3.14664, 2.48466, -3.14151], [0.67400, -0.27632, -5.34340], [1.47282, -0.74881, -5.08732], [0.96698, 0.27777, -6.07699], [-6.37720, 5.81308, -2.12958], [-7.31734, 5.99756, -2.19915], [-5.96033, 6.27858, -2.86642], [-5.33640, -4.48662, -0.87761], [-4.85497, -3.65382, -0.84268], [-5.25972, -4.83737, 0.01465], [-4.37870, 6.52370, -4.09214], [-3.70370, 6.41683, -4.76862], [-4.16648, 7.35159, -3.63617], [0.86650, 0.24078, -8.37413], [1.45480, 0.11648, -9.12387], [0.47924, -0.62934, -8.23220], [-3.38344, 3.74427, -5.88388], [-3.71521, 2.98985, -5.37554], [-3.87306, 3.70901, -6.70978], [-4.58497, 9.38725, -3.45729], [-5.42922, 9.40896, -2.99457], [-4.04463, 10.04101, -3.00251], [4.89539, 0.00906, 7.47719], [5.74585, 0.24679, 7.86200], [4.68407, -0.84290, 7.87506], [-0.04304, 2.65887, 3.61166], [-0.95792, 2.44056, 3.81548], [0.16320, 3.37841, 4.21517], [-2.49007, 4.28187, 4.45128], [-3.39847, 4.03769, 4.65477], [-2.29885, 5.00904, 5.05730], [3.42652, -9.59603, 4.49027], [4.37195, -9.55417, 4.31928], [3.24692, -10.52626, 4.65853], [3.32216, -1.37782, -7.45892], [3.67238, -0.48457, -7.38379], [3.57344, -1.79920, -6.62876], [4.65756, 4.54932, 1.91634], [5.50860, 4.65386, 1.48206], [4.55546, 5.35978, 2.42674], [4.41405, 2.37462, 9.60460], [5.15745, 2.93980, 9.37841], [4.42079, 1.67998, 8.93239], [3.70037, -3.85826, -9.42993], [4.45081, -3.80626, -10.02770], [3.73577, -3.03740, -8.92098], [-2.70466, 0.22188, -6.10084], [-3.40333, -0.43761, -6.13710], [-1.91262, -0.27629, -5.85892], [-2.76070, 7.19898, 6.05246], [-3.66462, 7.26190, 5.72815], [-2.25935, 7.78857, 5.48053], [-4.17992, 0.36076, 4.74807], [-4.27028, 0.21406, 3.79991], [-4.22262, -0.52443, 5.11996], [2.37259, -10.25335, 1.79229], [3.13858, -10.20873, 1.21373], [2.43974, -9.46390, 2.34261], [-6.82096, -1.93876, -5.01831], [-5.93593, -1.61556, -4.79671], [-6.75668, -2.89043, -4.89500], [-7.47725, -1.94868, -8.32679], [-6.90396, -1.18240, -8.41350], [-7.43722, -2.15641, -7.38457], [6.32420, 6.07333, 3.72675], [7.03702, 6.58483, 4.11999], [6.68216, 5.18615, 3.61632], [1.72649, -3.43892, 5.70993], [1.55890, -4.38378, 5.77946], [1.10305, -3.13942, 5.03733], [-4.55526, 2.71252, 2.08923], [-3.71248, 3.09666, 2.35148], [-4.39609, 1.76352, 2.11724], [-0.28051, -3.86046, -3.62387], [0.48600, -3.37647, -3.94783], [-0.43190, -4.54760, -4.27966]],
  "atomic_forces_ev_per_a": [[-0.6320, 0.3419, -0.5095], [0.6210, -1.1842, 0.5709], [-0.5365, -0.1760, 0.1378], [0.1988, 0.0137, -0.2354], [1.5968, -0.1177, -1.3272], [-0.5693, -0.0873, 0.9008], [-0.7392, 0.3138, 0.4934], [0.0761, 0.6738, -0.6407], [-0.0593, -0.1693, 0.1542], [0.0120, -0.5884, 0.5633], [-0.2751, 0.3631, -0.5292], [-0.0165, -0.0397, 0.8197], [1.4085, 0.4625, 0.0943], [-1.0857, 0.1112, -0.5251], [1.3997, -0.2341, 0.8021], [-0.9064, 0.1893, -0.5697], [0.6663, 0.1685, 0.2068], [-0.3337, -0.0611, 0.3767], [-0.3367, -0.4681, -0.9991], [0.3446, 0.0030, 0.5549], [0.2941, -0.3381, 0.2554], [-0.4393, 0.3144, -1.3140], [-0.2017, 0.1981, -0.4106], [0.6415, -0.5583, 1.5176], [-0.9005, 0.6264, 0.4348], [-0.4713, 0.7768, -0.5442], [-0.7237, -0.4480, 0.7159], [-0.1755, 0.0214, -0.2037], [0.5534, 0.6211, 0.4830], [-0.1990, 0.2781, -0.7932], [0.5545, -0.7304, -0.0920], [0.0201, -0.0589, 0.1184], [0.4381, -0.0911, 0.0496], [0.2815, 0.0084, 0.1951], [-0.1836, 0.2145, -0.4369], [-0.2619, 0.6307, -0.1994], [0.0147, 0.3459, 0.1853], [0.4861, -0.2241, 0.0750], [-0.2444, -0.3456, -0.1429], [0.0162, -0.3229, 0.2842], [0.2710, 0.1383, -0.1551], [-0.0687, -0.2740, 0.0233], [-0.0535, 0.0846, -0.2760], [-0.2787, 0.2084, -0.2100], [-0.0855, 0.3514, -0.1443], [0.1358, -0.2162, 0.3635], [0.0649, -0.4116, -0.0721], [-0.2597, 0.1090, -0.5083], [-0.7095, -0.1992, 0.0881], [-0.5244, -0.2260, 0.0251], [0.3637, -0.0027, 0.0408], [0.2387, 0.0243, -0.2478], [0.1271, 0.3037, -0.0395], [-0.2949, 0.0413, -0.1224], [0.1387, -0.2413, 0.1136], [0.0564, 0.1642, 0.3132], [-0.5240, -0.1659, 0.0955], [-0.1651, -0.0976, -0.0471], [0.2788, 0.4385, -0.1827], [0.1042, -0.2524, 0.4326], [-0.0944, -0.0106, -0.2836], [0.3260, 0.3623, 0.4472], [-0.0752, 0.1697, -0.2204], [0.2501, -0.0730, 0.1419], [0.1472, -0.3796, 0.1307], [-0.0732, -0.1983, 0.0646], [-0.0198, 0.0208, 0.0088], [0.0706, -0.0445, 0.0266], [0.0992, -0.0616, -0.4179], [-0.0888, 0.0614, 0.1282], [-0.1013, 0.2453, 0.0793], [-0.1025, -0.0654, -0.2685], [-0.0364, 0.2217, 0.2089], [0.1973, -0.0152, -0.2258], [0.0709, 0.0949, -0.3296], [0.0316, -0.2700, -0.0485], [-0.2419, -0.0263, 0.4989], [-0.0835, -0.0405, -0.1591], [-0.0193, 0.0602, 0.2127], [-0.0653, 0.0115, -0.1276], [0.0164, 0.1405, 0.0677], [-0.0166, -0.0788, -0.0116], [0.0492, -0.2643, -0.1467], [-0.1536, 0.0271, 0.0206], [0.1065, -0.0546, -0.0768], [0.0398, -0.0248, 0.0059], [0.0457, 0.1117, 0.3054], [-0.0717, -0.1628, -0.0919], [0.0597, 0.0891, -0.2462], [-0.0962, 0.1130, -0.0455], [0.0493, -0.0142, 0.0114], [0.0311, -0.0218, 0.1028], [-0.1034, 0.0783, 0.0884], [0.0518, -0.0197, 0.0610], [0.0386, -0.0218, -0.0469], [0.0004, 0.0222, 0.0993], [-0.0252, -0.0275, -0.0216], [0.0541, -0.0270, 0.0005], [0.1220, 0.0688, 0.3841], [0.0792, -0.1065, -0.0957], [-0.0864, -0.0204, -0.0740], [0.3322, 0.1379, -0.0387], [-0.1566, -0.0066, -0.1236], [0.0557, -0.0700, 0.1541], [-0.0273, 0.1610, 0.1165], [-0.0367, -0.1595, -0.0165], [-0.0325, 0.0101, -0.0075], [0.0742, 0.0171, 0.1922], [0.0071, 0.0970, -0.0029], [-0.0781, -0.0157, -0.1010], [0.1637, -0.2228, -0.0185], [-0.0579, 0.0391, 0.0154], [0.0061, 0.0198, 0.0220], [0.0178, 0.0407, -0.1151], [-0.0340, 0.0270, -0.1088], [0.0318, -0.0085, 0.0636], [0.1595, -0.1225, 0.0483], [-0.0412, 0.0631, -0.0352], [-0.1962, 0.0084, -0.0996], [0.0357, 0.0909, 0.0104], [0.0139, -0.0268, -0.0073], [-0.0951, 0.0603, 0.0723], [0.1758, -0.0926, -0.0654], [-0.0432, -0.0304, 0.0764], [0.0767, 0.0494, 0.0158], [-0.0006, -0.0295, -0.0441], [-0.0192, -0.0353, -0.0015], [0.0414, -0.0274, -0.0073], [-0.1134, 0.0537, 0.0386], [0.0290, -0.0709, -0.0687], [0.0937, -0.0390, -0.0155], [-0.0016, -0.0619, -0.0346], [-0.0319, 0.0273, -0.0695], [-0.0199, 0.0014, 0.0391], [0.0112, -0.0824, -0.4443], [-0.0118, 0.0462, 0.3815], [0.0027, -0.0152, 0.1285], [0.0186, -0.0661, 0.0333], [-0.0008, 0.0269, -0.0080], [0.0142, 0.1023, 0.1105], [0.1357, 0.0684, -0.0176], [-0.0168, 0.0236, 0.0154], [-0.1215, -0.0636, 0.0629], [-0.0789, -0.0445, 0.0795], [0.0232, -0.0271, -0.0714], [0.0584, 0.1416, -0.0678], [-0.2867, -0.0381, 0.1397], [0.3998, 0.0516, -0.2272], [0.0161, -0.0310, -0.0758], [0.0180, -0.0978, -0.1476], [-0.0076, 0.0497, 0.0619], [-0.0324, -0.0086, -0.0010]],
  "lowdin_charge": [-0.104, -0.283, -0.455, -0.100, 0.608, 0.756, -0.280, -0.296, -0.250, -0.250, -0.098, -0.312, -0.325, -0.215, -0.219, -0.291, 0.015, -0.366, -0.506, 0.949, -0.757, 0.078, 0.057, -0.155, -0.055, -0.157, -0.011, -0.801, 0.168, 0.123, 0.150, 0.037, 0.061, 0.063, 0.088, 0.024, 0.071, 0.063, 0.074, 0.052, 0.105, 0.016, 0.104, 0.084, 0.112, 0.056, 0.074, 0.076, 0.062, 0.060, 0.107, 0.092, 0.081, 0.101, 0.089, 0.077, 0.018, 0.060, 0.049, 0.068, 0.049, 0.036, 0.139, 0.083, 0.088, -0.055, 0.043, -0.004, -0.044, 0.035, 0.035, -0.045, 0.011, 0.010, -0.062, 0.028, 0.007, -0.049, 0.007, 0.014, -0.051, 0.037, -0.004, -0.056, -0.006, 0.036, -0.059, 0.046, 0.016, -0.055, 0.035, 0.042, -0.058, 0.009, 0.036, -0.044, 0.051, 0.050, -0.043, 0.043, 0.056, -0.081, 0.033, 0.042, -0.043, 0.043, 0.014, -0.044, 0.058, 0.057, -0.046, 0.050, 0.042, -0.050, 0.033, 0.024, -0.063, 0.027, -0.004, -0.066, 0.027, -0.007, -0.043, 0.038, 0.032, -0.052, 0.041, 0.041, -0.066, -0.008, 0.030, -0.066, 0.033, 0.003, -0.062, 0.001, 0.040, -0.069, 0.026, 0.004, -0.057, 0.038, 0.037, -0.067, 0.026, 0.025, -0.059, 0.001, -0.003, -0.038, 0.034, 0.041]
}

=====

Record 2
{
  "formula": "C2H7N3",
  "method": "the ωB97M-V functional and the def2-TZVPD basis",
  "smiles": "[H]/N=C/NNC",
  "spin_multiplicity": 1,
  "relative_energy_kj_mol": 208.7,
  "e_homo_ev": -9.05,
  "energy_ev": -6655.7924,
  "lumo_energy_ha": 0.0353,
  "elements": ["H", "N", "C", "N", "N", "C", "H", "H", "H", "H", "H", "H"],
  "coordinates": [[-0.82299, -2.92510, -0.80454], [-0.83621, -1.92643, -1.04449], [-0.30350, -1.18743, -0.15080], [-0.17889, 0.19217, -0.49815], [-0.15980, 1.11500, 0.57807], [1.26030, 1.60583, 0.76745], [0.05183, -1.45874, 0.90492], [-0.93261, 0.46965, -1.10209], [-0.45956, 0.60802, 1.43793], [1.25693, 1.96310, 1.94252], [1.44760, 2.44056, -0.00003], [1.94232, 0.72696, 0.67333]],
  "atomic_forces_ev_per_a": [[-0.0951, 0.5365, 0.1128], [0.6234, -0.5655, 0.9440], [-0.3574, 0.6961, -0.6505], [-0.3206, -0.8746, 1.1140], [1.1257, -0.1416, 1.0108], [-1.3214, 0.3951, 2.0952], [-0.2445, 0.2767, -1.5106], [-0.0626, -0.2544, -0.5503], [0.3573, 0.7087, -0.7826], [0.4230, -0.4227, -3.1583], [-0.0016, -1.3107, 1.4504], [-0.1263, 0.9563, -0.0750]],
  "nbo_charge": [0.346, -0.682, 0.254, -0.484, -0.467, -0.424, 0.152, 0.385, 0.329, 0.192, 0.213, 0.186]
}